C23H23AsCdClO4SSi | ωB97M-V with the def2-TZVPD basis set

Maximum force ... 2.60 eV/A
Highest occupied orbital energy ... -0.18869 Eh
Energy above the lowest of the compared OMol25 structures with the same formula, charge and spin ... 17.30 kcal/mol
Charge ... -1
2S+1 ... 1
HOMO-LUMO gap ... 7.8026 eV

Last column: natural (NBO) charge in e.
Geometry (Å):
Cd: 0.54 1.38 -2.43  1.519
S: -1.78 0.92 -3.37  -0.459
C: -2.75 1.57 -2.07  -0.207
C: -3.59 2.66 -2.29  -0.241
C: -4.36 3.17 -1.27  -0.205
C: -4.33 2.59 -0.01  -0.239
C: -3.52 1.49 0.21  -0.245
C: -2.73 0.97 -0.80  -0.277
As: -1.43 -0.46 -0.49  0.931
C: -2.43 -1.33 1.01  -0.318
C: -2.18 -1.25 2.37  -0.244
C: -2.96 -1.95 3.28  -0.214
C: -4.03 -2.72 2.85  -0.230
C: -4.30 -2.80 1.49  -0.222
C: -3.49 -2.13 0.59  -0.169
C: -0.24 0.62 0.61  -0.227
C: -0.19 2.01 0.53  -0.306
C: 0.72 2.72 1.30  -0.184
C: 1.58 2.05 2.16  -0.223
C: 1.53 0.67 2.25  -0.201
C: 0.64 -0.04 1.46  -0.254
H: -3.60 3.12 -3.27  0.221
H: -4.98 4.04 -1.45  0.203
H: -4.93 2.98 0.80  0.202
H: -3.48 1.03 1.20  0.216
H: -1.36 -0.65 2.74  0.223
H: -2.73 -1.88 4.34  0.204
H: -4.65 -3.24 3.56  0.203
H: -5.12 -3.41 1.13  0.204
H: -3.69 -2.20 -0.48  0.205
H: -0.89 2.55 -0.10  0.227
H: 0.75 3.80 1.23  0.214
H: 2.28 2.61 2.77  0.206
H: 2.20 0.15 2.92  0.207
H: 0.63 -1.12 1.49  0.213
C: 3.07 -3.94 -0.85  -1.085
Si: 3.77 -2.17 -0.60  1.577
C: 5.41 -2.04 -1.57  -1.085
C: 4.08 -1.80 1.25  -1.087
C: 2.56 -0.94 -1.24  -0.667
C: 1.78 -0.12 -1.69  -0.542
H: 3.73 -4.71 -0.46  0.219
H: 2.92 -4.13 -1.90  0.236
H: 2.10 -4.05 -0.36  0.234
H: 6.18 -2.70 -1.18  0.219
H: 5.80 -1.02 -1.53  0.238
H: 5.26 -2.28 -2.61  0.235
H: 4.93 -2.36 1.66  0.222
H: 3.21 -2.04 1.86  0.226
H: 4.29 -0.74 1.39  0.240
O: 0.58 3.57 -3.60  -0.880
Cl: 1.97 3.43 -3.30  2.554
O: 2.69 4.55 -3.77  -0.835
O: 2.09 3.33 -1.88  -0.883
O: 2.45 2.24 -3.91  -0.867

C23H23AsHoOP | ωB97M-V with the def2-TZVPD basis set

Maximum force ... 3.42 eV/A
Highest occupied orbital energy (alpha / beta) ... -0.13447 / -0.26454 Eh
Energy above the lowest of the compared OMol25 structures with the same formula, charge and spin ... 0.00 kcal/mol
Charge ... 0
2S+1 ... 5
HOMO-LUMO gap (alpha / beta) ... 3.3792 / 6.7535 eV

Last column: Mulliken spin population.
Geometry (Å):
C: -1.48 0.79 -1.02  0.081
C: -1.73 -0.29 -1.84  0.034
C: -1.73 -1.62 -1.29  -0.013
C: -1.88 -1.71 0.14  0.035
C: -1.64 -0.57 0.88  0.080
Ho: 0.23 -0.55 -0.33  2.769
P: 1.18 2.18 -0.48  0.009
H: -1.63 1.83 -1.32  0.009
H: -1.84 -0.21 -2.94  0.012
H: -1.83 -2.51 -1.93  -0.001
H: -1.78 -0.46 1.97  0.009
H: -2.17 -2.69 0.55  0.011
H: 1.02 2.88 0.75  0.001
H: 0.76 3.24 -1.32  0.001
H: 2.58 2.41 -0.65  0.004
O: 1.31 -0.27 1.41  0.092
As: 2.75 -0.14 2.34  0.331
C: 2.34 -1.15 3.88  -0.026
C: 1.37 -0.71 4.80  0.079
C: 1.16 -1.46 5.95  -0.038
C: 1.83 -2.69 6.12  0.076
C: 2.73 -3.16 5.15  -0.023
C: 2.99 -2.39 4.02  0.001
C: 4.10 -1.06 1.31  0.032
C: 5.39 -0.52 1.31  -0.035
C: 6.39 -1.12 0.53  0.008
C: 6.10 -2.26 -0.21  0.037
C: 4.82 -2.83 -0.17  -0.017
C: 3.81 -2.23 0.59  0.023
C: 3.03 1.75 2.59  0.046
C: 2.31 2.44 3.57  0.118
C: 2.63 3.78 3.84  -0.102
C: 3.65 4.43 3.13  0.192
C: 4.34 3.74 2.13  -0.055
C: 4.02 2.41 1.84  0.075
H: 0.77 0.18 4.58  0.035
H: 0.49 -1.09 6.71  -0.003
H: 1.68 -3.26 7.03  0.008
H: 3.24 -4.12 5.27  -0.002
H: 3.64 -2.74 3.23  0.002
H: 5.61 0.37 1.89  -0.007
H: 7.39 -0.68 0.53  0.000
H: 6.88 -2.72 -0.82  0.005
H: 4.60 -3.75 -0.72  -0.001
H: 2.80 -2.66 0.61  0.011
H: 1.50 1.95 4.11  0.054
H: 2.08 4.31 4.63  -0.006
H: 3.92 5.45 3.37  0.022
H: 5.16 4.22 1.58  -0.005
H: 4.53 1.89 1.03  0.028

C23H23AsMgP | ωB97M-V with the def2-TZVPD basis set

Maximum force ... 2.07 eV/A
Highest occupied orbital energy ... -0.05791 Eh
Energy above the lowest of the compared OMol25 structures with the same formula, charge and spin ... 10.44 kcal/mol
Charge ... -1
2S+1 ... 1
HOMO-LUMO gap ... 4.2752 eV

Last column: natural (NBO) charge in e.
Geometry (Å):
C: 3.94 1.05 0.52  -0.421
C: 3.99 1.54 1.88  -0.349
C: 3.11 2.66 2.02  -0.341
C: 2.55 2.91 0.75  -0.346
C: 3.05 1.93 -0.20  -0.440
Mg: 2.37 -0.70 -1.60  0.279
P: 3.01 -2.78 -0.32  -0.143
H: 4.58 0.27 0.09  0.187
H: 4.50 1.05 2.70  0.180
H: 2.91 3.22 2.93  0.189
H: 3.12 2.10 -1.28  0.206
H: 1.78 3.64 0.52  0.185
H: 2.14 -3.02 0.80  0.018
H: 4.21 -2.90 0.46  0.028
H: 3.05 -4.05 -1.01  0.031
C: -1.69 -4.19 -1.12  -0.234
C: -0.90 -3.53 -2.07  -0.214
C: -0.51 -2.20 -1.85  -0.302
C: -0.82 -1.61 -0.63  -0.240
C: -1.68 -2.21 0.29  -0.270
C: -2.12 -3.52 0.03  -0.223
As: 0.11 0.08 -0.20  0.743
C: -0.93 1.22 -1.45  -0.225
C: -0.22 2.03 -2.36  -0.227
C: -0.80 2.37 -3.58  -0.221
C: -2.14 2.04 -3.83  -0.208
C: -2.90 1.40 -2.86  -0.232
C: -2.30 0.97 -1.66  -0.264
C: -0.71 0.52 1.53  -0.347
C: -1.89 1.27 1.69  -0.218
C: -2.48 1.39 2.96  -0.220
C: -1.89 0.78 4.08  -0.224
C: -0.70 0.06 3.93  -0.235
C: -0.08 -0.02 2.67  -0.136
H: -2.00 -5.22 -1.30  0.205
H: -0.58 -4.03 -2.97  0.211
H: 0.06 -1.65 -2.62  0.249
H: -1.99 -1.66 1.19  0.228
H: -2.78 -3.99 0.74  0.203
H: 0.80 2.35 -2.11  0.245
H: -0.22 2.91 -4.33  0.213
H: -2.60 2.32 -4.78  0.203
H: -3.97 1.22 -3.00  0.205
H: -2.86 0.43 -0.90  0.216
H: -2.36 1.73 0.81  0.221
H: -3.42 1.95 3.07  0.205
H: -2.36 0.86 5.06  0.205
H: -0.25 -0.45 4.79  0.209
H: 0.87 -0.55 2.53  0.215

C23H23BCl3N12O4SiTi | ωB97M-V with the def2-TZVPD basis set

Maximum force ... 0.92 eV/A
Highest occupied orbital energy ... -0.43276 Eh
Energy above the lowest of the compared OMol25 structures with the same formula, charge and spin ... 4.95 kcal/mol
Charge ... +1
2S+1 ... 1
HOMO-LUMO gap ... 8.2885 eV

Last column: natural (NBO) charge in e.
Geometry (Å):
Ti: 0.02 0.51 0.56  1.575
C: 3.82 0.82 -1.56  -0.324
C: 3.03 0.81 -0.42  0.001
N: 1.74 0.72 -0.74  -0.341
N: 1.68 0.67 -2.10  -0.328
C: 2.92 0.73 -2.60  0.030
B: 0.27 0.64 -2.72  0.934
N: -0.49 1.87 -2.14  -0.312
C: -0.91 2.97 -2.78  0.041
C: -1.45 3.84 -1.85  -0.333
C: -1.30 3.18 -0.63  -0.006
N: -0.73 1.99 -0.82  -0.356
N: -0.39 -0.67 -2.19  -0.320
C: -0.89 -1.69 -2.90  0.027
C: -1.27 -2.69 -2.02  -0.340
C: -0.97 -2.18 -0.76  0.009
N: -0.41 -0.97 -0.87  -0.375
N: 0.15 0.69 -4.23  -0.400
C: 1.03 0.72 -5.27  -0.022
C: 0.31 0.77 -6.43  -0.331
C: -1.04 0.76 -6.01  -0.040
N: -1.13 0.72 -4.70  -0.302
H: 4.90 0.87 -1.62  0.248
H: 3.34 0.90 0.61  0.254
H: 3.11 0.71 -3.66  0.220
H: -0.81 3.07 -3.85  0.247
H: -1.87 4.81 -2.03  0.247
H: -1.61 3.50 0.34  0.219
H: -0.95 -1.65 -3.97  0.250
H: -1.70 -3.64 -2.25  0.247
H: -1.10 -2.63 0.21  0.262
H: 2.09 0.70 -5.14  0.210
H: 0.69 0.80 -7.44  0.241
H: -1.93 0.80 -6.62  0.219
C: -3.22 -1.25 3.20  -0.263
O: -3.78 -1.02 1.89  -0.484
C: -3.04 -0.44 0.97  0.946
O: -1.87 -0.10 1.18  -0.668
N: -3.73 -0.32 -0.17  -0.441
N: -3.20 0.30 -1.29  -0.633
H: -3.94 -1.87 3.71  0.212
H: -3.10 -0.30 3.72  0.191
H: -2.26 -1.75 3.11  0.226
H: -4.70 -0.59 -0.14  0.400
H: -3.67 1.17 -1.48  0.369
H: -3.27 -0.31 -2.10  0.378
O: -0.42 -2.55 2.12  -0.593
C: 0.62 -1.98 2.38  0.690
N: 1.00 -0.70 1.92  -0.767
C: 2.16 -0.33 2.65  0.692
O: 2.71 0.75 2.62  -0.590
C: 2.58 -1.48 3.49  -0.151
C: 3.68 -1.63 4.31  -0.155
C: 3.83 -2.86 4.94  -0.185
C: 2.91 -3.88 4.76  -0.182
C: 1.80 -3.71 3.93  -0.188
C: 1.67 -2.49 3.31  -0.069
H: 4.39 -0.83 4.44  0.236
H: 4.68 -3.02 5.59  0.229
H: 3.06 -4.83 5.26  0.228
H: 1.08 -4.51 3.79  0.236
Cl: -0.99 1.39 5.06  -0.297
Si: -1.22 2.63 3.48  1.369
Cl: -3.16 2.61 2.83  -0.326
Cl: -0.69 4.51 3.96  -0.292
N: 0.77 2.17 1.44  -0.581
C: -0.27 1.89 2.07  -0.308
H: 1.43 2.92 1.63  0.416